(1)
This record from OMol25 describes 8 unconnected molecules or ions with the total composition C24H43O18S2. The level of theory is ωB97M-V with the def2-TZVPD basis set.

```
87
C24H43O18S2, DFT ωB97M-V with the def2-TZVPD basis set
O -0.65 -0.23 0.36
H -1.19 -0.94 0.75
C 6.09 3.22 -1.50
C 5.05 3.07 -2.57
C 3.68 3.72 -2.23
O 3.54 4.64 -3.26
C 4.66 4.76 -4.03
O 4.92 5.63 -4.85
O 5.60 3.90 -3.58
H 7.07 2.91 -1.86
H 5.94 2.56 -0.65
H 6.22 4.22 -1.09
H 4.96 2.03 -2.88
H 3.63 4.24 -1.27
H 2.90 2.97 -2.09
C -3.49 -2.53 6.71
C -3.61 -2.89 5.25
C -2.29 -3.54 4.75
O -2.57 -4.97 4.63
C -3.87 -5.21 4.79
O -4.46 -6.28 4.58
O -4.46 -4.08 5.13
H -2.79 -1.69 6.75
H -3.27 -3.39 7.33
H -4.44 -2.11 7.06
H -3.94 -2.09 4.60
H -1.47 -3.39 5.45
H -1.99 -3.19 3.76
C 1.09 -4.46 -5.09
C 1.17 -3.46 -6.23
C 1.27 -2.02 -5.69
O 2.28 -1.42 -6.41
C 2.88 -2.34 -7.19
O 3.71 -2.10 -8.05
O 2.36 -3.56 -6.99
H 1.26 -5.52 -5.30
H 0.08 -4.46 -4.68
H 1.82 -4.10 -4.37
H 0.25 -3.45 -6.82
H 1.64 -2.00 -4.66
H 0.26 -1.64 -5.76
C 4.68 -2.51 3.45
C 4.71 -3.78 2.62
C 4.60 -3.55 1.13
O 5.82 -4.12 0.75
C 6.49 -4.74 1.86
O 7.46 -5.51 1.75
O 5.80 -4.54 2.95
H 4.01 -1.73 3.10
H 5.69 -2.11 3.47
H 4.43 -2.73 4.49
H 3.86 -4.33 3.03
H 4.47 -2.48 0.98
H 3.75 -4.16 0.83
C -2.23 5.44 4.78
C -1.52 4.09 5.14
C -0.07 4.07 4.74
O 0.59 3.30 5.72
C -0.06 3.40 6.82
O 0.29 2.86 7.83
O -1.32 3.93 6.51
H -3.27 5.54 5.08
H -2.25 5.51 3.70
H -1.60 6.23 5.19
H -2.10 3.22 4.84
H 0.45 5.02 4.58
H 0.08 3.45 3.86
C -3.88 4.83 -2.41
S -4.41 6.19 -3.60
O -5.39 7.07 -2.92
C -2.73 6.98 -3.63
H -4.64 4.06 -2.35
H -3.62 5.26 -1.44
H -3.03 4.31 -2.86
H -2.86 7.90 -4.19
H -1.99 6.35 -4.13
H -2.34 7.24 -2.65
C -5.27 -2.42 -1.96
S -6.72 -2.80 -3.02
O -6.96 -1.53 -3.82
C -6.01 -4.07 -4.18
H -4.89 -3.34 -1.53
H -5.63 -1.68 -1.25
H -4.54 -1.98 -2.65
H -5.83 -5.03 -3.68
H -5.18 -3.64 -4.74
H -6.70 -4.26 -5.00
```

Summary:
E_tot = -84107.071 eV
Lowest unoccupied orbital energy = 1.774 eV
Energy above the lowest of the compared OMol25 structures with the same formula, charge and spin = 131.8 kcal/mol
Charge = -1
Gap between HOMO and LUMO = 5.13 eV
E_HOMO = -3.35 eV

---

(2)
This record from OMol25 describes 5 unconnected molecules or ions with the total composition C24H44BrN8. The level of theory is ωB97M-V with the def2-TZVPD basis set.

```
77
C24H44BrN8, DFT ωB97M-V with the def2-TZVPD basis set
C 13.71 -3.32 7.33
C 13.78 -2.29 6.13
N 13.39 -0.95 6.63
C 12.20 -0.26 6.43
C 12.16 0.96 7.07
N 13.43 1.11 7.56
C 14.11 -0.04 7.38
C 13.95 2.23 8.41
H 12.72 -3.56 7.72
H 14.28 -2.91 8.16
H 14.13 -4.28 7.05
H 13.22 -2.58 5.24
H 14.78 -2.30 5.69
H 11.45 -0.67 5.77
H 11.35 1.68 7.15
H 15.14 -0.25 7.64
H 13.21 2.56 9.14
H 14.14 3.07 7.75
H 14.91 1.97 8.85
C 7.07 15.80 6.42
C 5.57 15.49 6.34
N 5.25 14.71 5.07
C 6.02 13.79 4.38
C 5.28 13.34 3.31
N 4.13 14.07 3.21
C 4.09 14.84 4.39
C 3.02 14.11 2.26
H 7.13 16.59 7.17
H 7.43 16.31 5.53
H 7.68 14.96 6.74
H 4.89 16.34 6.27
H 5.19 14.89 7.18
H 6.94 13.45 4.83
H 5.40 12.49 2.65
H 3.28 15.51 4.62
H 3.52 14.16 1.29
H 2.38 14.98 2.45
H 2.47 13.19 2.46
C 13.52 15.57 -0.24
C 12.19 15.12 0.32
N 11.59 14.25 -0.63
C 11.21 12.89 -0.53
C 10.55 12.42 -1.65
N 10.48 13.55 -2.43
C 11.05 14.64 -1.82
C 9.67 13.57 -3.65
H 14.11 14.76 -0.67
H 13.98 16.13 0.57
H 13.38 16.24 -1.09
H 11.49 15.92 0.54
H 12.37 14.54 1.22
H 11.43 12.41 0.41
H 10.16 11.49 -2.02
H 11.20 15.65 -2.17
H 9.90 12.62 -4.13
H 10.05 14.43 -4.21
H 8.62 13.77 -3.44
C 18.88 -0.04 3.28
C 18.61 1.12 2.29
N 17.20 1.17 1.98
C 16.49 0.31 1.20
C 15.20 0.79 0.96
N 15.18 2.04 1.53
C 16.35 2.27 2.16
C 14.09 2.93 1.33
H 19.97 -0.11 3.32
H 18.51 -1.02 2.98
H 18.40 0.18 4.23
H 19.15 0.86 1.39
H 18.92 2.11 2.60
H 16.95 -0.62 0.90
H 14.38 0.46 0.34
H 16.63 3.24 2.55
H 13.34 2.76 2.11
H 13.66 2.75 0.34
H 14.49 3.95 1.31
Br 10.36 7.92 5.26
```

Summary:
E_tot = -107540.163 eV
Lowest unoccupied orbital energy = -5.783 eV
Energy above the lowest of the compared OMol25 structures with the same formula, charge and spin = 76.4 kcal/mol
Charge = +3
Gap between HOMO and LUMO = 3.92 eV
E_HOMO = -9.71 eV

---

(3)
This record from OMol25 describes a gas-phase ion, C24H44ClIN4O6PS (charge +1). The level of theory is ωB97M-V with the def2-TZVPD basis set.

```
82
C24H44ClIN4O6PS, DFT ωB97M-V with the def2-TZVPD basis set
C 6.23 2.36 1.72
C 7.20 1.73 0.55
C 6.49 0.59 -0.39
C 5.78 -0.64 0.48
C 4.34 -1.11 -0.15
C 3.77 -2.54 0.51
C 2.83 -3.34 -0.59
C 1.62 -4.23 0.08
C 0.31 -4.44 -0.93
C -0.94 -3.69 -0.19
C -2.35 -3.66 -1.03
C -2.68 -2.24 -1.79
C -2.71 -0.92 -0.87
C -1.89 0.43 -1.40
N -1.93 0.39 -2.83
C -2.96 0.34 -3.64
O -4.20 0.16 -4.17
C -0.23 0.17 -1.28
O 0.22 -1.11 -1.85
C 1.03 -0.88 -3.09
N 1.49 -0.82 -4.32
O 0.35 0.31 0.02
C -0.50 0.53 1.14
I 0.91 1.41 2.64
C -1.87 1.46 0.92
S -1.36 2.91 1.96
O -2.86 0.73 1.70
C -2.77 0.66 3.11
C -3.81 -0.57 3.57
N -2.24 1.69 -0.55
C -3.65 2.09 -0.85
C -4.83 2.47 0.15
C -4.63 3.48 1.39
Cl -5.88 0.98 0.73
P -1.30 3.16 -1.07
N -1.27 3.39 -2.71
O -2.01 4.68 -0.52
O 0.38 3.22 -0.68
H 5.13 2.58 1.36
H 6.68 3.42 2.05
H 6.29 1.66 2.66
H 7.47 2.64 -0.17
H 8.23 1.39 1.02
H 7.35 0.15 -1.08
H 5.74 1.12 -1.11
H 6.52 -1.56 0.36
H 5.75 -0.39 1.62
H 3.57 -0.23 -0.05
H 4.51 -1.25 -1.32
H 3.19 -2.22 1.48
H 4.75 -3.15 0.79
H 3.53 -4.09 -1.17
H 2.45 -2.53 -1.35
H 1.25 -3.61 1.02
H 2.05 -5.24 0.49
H 0.07 -5.61 -0.90
H 0.51 -4.08 -2.03
H -1.17 -4.31 0.80
H -0.58 -2.63 0.13
H -2.34 -4.56 -1.80
H -3.25 -3.89 -0.29
H -1.97 -2.20 -2.74
H -3.78 -2.38 -2.25
H -3.86 -0.68 -0.65
H -2.32 -1.30 0.19
H 0.31 0.97 -1.99
H -0.76 -0.54 1.61
H -2.30 3.37 2.86
H -1.76 0.37 3.61
H -3.18 1.59 3.74
H -4.55 -0.18 4.42
H -4.53 -0.78 2.64
H -3.24 -1.52 3.93
H -4.23 1.27 -1.51
H -3.64 3.01 -1.62
H -5.67 3.02 -0.52
H -3.92 4.40 1.22
H -4.35 2.83 2.35
H -5.70 3.94 1.65
H -1.73 2.66 -3.14
H -1.37 5.39 -0.88
H 0.74 4.04 -1.16
```

Summary:
E_tot = -84567.969 eV
Lowest unoccupied orbital energy = -4.272 eV
Charge = +1
Gap between HOMO and LUMO = 7.29 eV
E_HOMO = -11.56 eV